A structure of composition C22H20NO8ReS2Se3Te. Source: the OMol25 dataset; level of theory: ωB97M-V with the def2-TZVPD basis set.

The value obtained for the HOMO energy (spin up / spin down) is -3.89 / -3.99 eV. Its charge is -1. The value obtained for the LUMO energy (spin up / spin down) is 1.73 / 1.16 eV. The spin multiplicity is 4.

Cartesian coordinates (Å):
Re  -0.644  0.708  1.067
Se  -2.068  -0.322  2.593
Se  -4.203  -0.842  2.406
Te  -2.305  -2.995  0.114
Se  -0.550  -1.329  0.210
O  1.638  0.099  1.769
S  2.538  -0.130  0.630
O  3.656  -0.946  1.032
O  1.872  -0.544  -0.577
C  3.283  1.496  0.527
C  4.631  1.592  0.233
C  5.317  2.738  0.592
C  4.657  3.759  1.266
C  3.295  3.679  1.516
C  2.614  2.524  1.163
S  0.811  2.499  1.050
O  0.107  2.050  2.246
O  0.492  3.877  0.782
O  0.565  1.649  -0.097
H  5.114  0.758  -0.256
H  6.370  2.824  0.372
H  5.207  4.631  1.587
H  2.755  4.494  1.979
N  2.923  -0.478  4.235
C  2.352  -1.725  3.724
C  0.899  -1.476  3.361
O  0.250  -2.174  2.624
O  0.344  -0.456  4.012
H  3.852  -0.650  4.604
H  1.036  0.003  4.524
H  3.054  0.135  3.432
H  2.366  -2.486  4.511
H  2.874  -2.110  2.843
C  -1.882  -1.942  -3.639
C  -3.211  -1.840  -3.260
C  -3.625  -0.845  -2.389
C  -2.703  0.062  -1.874
C  -1.366  -0.041  -2.278
C  -0.958  -1.036  -3.152
C  -3.087  1.162  -0.991
C  -2.439  1.533  0.126
C  -2.772  2.831  0.740
C  -3.025  3.008  2.100
C  -3.311  4.265  2.599
C  -3.340  5.363  1.757
C  -3.050  5.207  0.413
C  -2.775  3.954  -0.092
H  -1.567  -2.721  -4.316
H  -3.929  -2.553  -3.631
H  -4.656  -0.790  -2.078
H  -0.647  0.703  -1.958
H  0.086  -1.098  -3.427
H  -3.948  1.742  -1.312
H  -3.034  2.158  2.779
H  -3.534  4.381  3.651
H  -3.588  6.336  2.156
H  -3.048  6.067  -0.243
H  -2.546  3.834  -1.142

Forces on atoms 1 to 2 (eV/Å):
Re -8.06 -6.83 -0.15
Se -0.94 -0.21 2.44

***

A cluster of 7 separate species, C34H86ClN6O15 in total. Source: the OMol25 dataset; level of theory: ωB97M-V with the def2-TZVPD basis set.

The value obtained for the HOMO energy is -6.03 eV. Its charge is -1. The value obtained for the LUMO energy is 2.02 eV.

Cartesian coordinates (Å):
Cl  -14.247  26.563  27.630
O  -14.251  25.199  27.289
O  -14.494  26.600  29.025
O  -12.966  27.190  27.304
O  -15.298  27.279  27.035
C  -13.565  28.565  17.972
O  -14.186  29.920  18.209
C  -13.242  30.824  18.934
C  -13.311  30.718  20.425
N  -14.462  31.379  21.030
C  -15.121  31.252  22.312
C  -14.256  31.440  23.561
O  -15.060  31.310  24.689
C  -15.233  29.977  25.169
H  -13.603  28.026  18.918
H  -12.568  28.699  17.553
H  -14.115  27.947  17.262
H  -13.566  31.833  18.680
H  -12.199  30.884  18.622
H  -12.522  31.325  20.869
H  -13.412  29.668  20.698
H  -15.183  31.219  20.342
H  -15.467  30.219  22.349
H  -16.042  31.820  22.439
H  -13.626  32.322  23.446
H  -13.455  30.702  23.614
H  -14.300  29.586  25.576
H  -15.409  29.281  24.349
H  -16.023  30.028  25.918
C  -7.353  24.012  18.526
O  -7.692  25.144  19.312
C  -6.699  25.720  20.135
C  -7.142  27.049  20.673
N  -8.113  26.967  21.768
C  -8.392  28.346  22.155
C  -9.382  28.427  23.417
O  -10.722  27.985  23.017
C  -11.769  27.829  24.031
H  -8.258  23.413  18.429
H  -6.726  23.303  19.068
H  -6.961  24.312  17.554
H  -5.771  25.949  19.610
H  -6.415  25.169  21.031
H  -7.612  27.665  19.907
H  -6.245  27.449  21.146
H  -8.970  26.556  21.427
H  -8.918  28.803  21.317
H  -7.465  28.842  22.442
H  -9.436  29.462  23.753
H  -9.063  27.846  24.283
H  -11.444  27.268  24.907
H  -12.520  27.140  23.645
H  -12.121  28.808  24.356
C  -5.052  20.647  27.920
O  -5.860  21.691  27.388
C  -5.382  21.936  26.087
C  -6.047  23.166  25.456
N  -7.503  23.211  25.377
C  -8.034  24.387  24.767
C  -9.505  24.189  24.527
O  -10.122  23.644  25.675
C  -11.527  23.700  25.718
H  -4.991  20.642  29.008
H  -3.989  20.646  27.680
H  -5.371  19.648  27.621
H  -5.381  21.084  25.407
H  -4.309  22.123  26.127
H  -5.811  23.316  24.403
H  -5.562  24.002  25.959
H  -7.866  22.346  25.003
H  -7.559  24.630  23.817
H  -7.920  25.172  25.515
H  -9.572  23.545  23.650
H  -10.082  25.085  24.295
H  -11.934  23.400  24.752
H  -11.954  24.649  26.043
H  -11.920  22.960  26.415
C  -6.254  22.401  31.323
O  -7.623  22.603  30.899
C  -8.442  22.845  31.989
C  -9.308  24.062  31.737
N  -10.193  23.665  30.631
C  -11.108  24.722  30.056
C  -10.466  25.889  29.361
O  -9.657  25.544  28.242
C  -9.055  26.758  27.692
H  -5.666  22.045  30.477
H  -6.232  21.558  32.015
H  -5.767  23.341  31.583
H  -7.841  23.067  32.871
H  -9.027  21.940  32.155
H  -8.994  25.095  31.588
H  -9.991  24.201  32.575
H  -10.865  23.038  31.051
H  -11.673  25.056  30.926
H  -11.868  24.212  29.464
H  -9.810  26.342  30.103
H  -11.208  26.677  29.232
H  -9.769  27.461  27.263
H  -8.515  26.439  26.801
H  -8.343  27.159  28.413
C  -22.625  28.549  23.941
O  -21.376  27.760  23.731
C  -20.249  28.617  23.666
C  -19.082  28.042  22.866
N  -19.063  26.612  22.866
C  -18.347  26.220  21.561
C  -16.747  26.321  21.657
O  -16.416  25.966  23.021
C  -15.084  25.707  23.355
H  -22.637  29.427  23.295
H  -22.678  28.930  24.961
H  -23.477  27.947  23.627
H  -20.060  28.684  24.737
H  -20.526  29.596  23.275
H  -18.159  28.520  23.195
H  -19.071  28.316  21.811
H  -18.323  26.463  23.537
H  -18.824  26.621  20.666
H  -18.705  25.199  21.427
H  -16.436  27.348  21.466
H  -16.228  25.872  20.810
H  -14.651  24.789  22.957
H  -14.928  25.721  24.434
H  -14.329  26.426  23.035
C  -15.856  26.253  33.098
C  -16.148  24.720  33.052
C  -15.117  24.114  32.124
O  -15.476  22.788  31.870
C  -14.903  22.317  30.651
N  -16.101  24.011  34.309
H  -16.156  26.657  32.130
H  -14.786  26.385  33.259
H  -16.578  26.800  33.705
H  -17.096  24.606  32.527
H  -14.137  24.235  32.586
H  -14.963  24.630  31.177
H  -13.821  22.288  30.520
H  -15.339  22.685  29.722
H  -15.266  21.290  30.691
H  -16.981  24.190  34.772
H  -16.202  23.038  34.057

Forces on atoms 1 to 2 (eV/Å):
Cl 1.22 1.03 1.72
O 0.32 -2.20 -1.83

***

A cluster of 2 separate species, C6H10O in total. Source: the OMol25 dataset; level of theory: ωB97M-V with the def2-TZVPD basis set.

The value obtained for the HOMO energy is -9.57 eV. The value obtained for the LUMO energy is -0.54 eV.

Cartesian coordinates (Å):
C  1.939  0.335  -0.751
C  1.170  -0.934  -0.461
C  0.805  -1.299  0.953
C  -0.252  -0.846  -0.006
C  -1.407  1.460  0.013
C  -2.685  1.121  0.448
O  -3.325  0.254  0.991
H  3.018  0.186  -0.635
H  1.632  1.137  -0.069
H  1.752  0.679  -1.775
H  1.399  -1.771  -1.120
H  0.808  -2.343  1.255
H  1.081  -0.600  1.739
H  -1.035  -1.504  -0.365
H  -1.295  1.602  -1.067
H  -0.573  0.196  0.248
H  -3.087  2.189  0.280

Forces on atoms 1 to 2 (eV/Å):
C 0.02 0.04 0.03
C 0.05 0.00 -0.11

***

Relative energy (zero: lowest compared OMol25 entry of this formula, charge and spin), respectively: 133.5, 150.5, 110.4 kcal per mole.